# 1
The following is a DFT calculation (wB97M-V/def2-TZVPD) of an isolated molecule of C3H7NOS2.

Its SMILES is CS/C(CO)=N\S. The total charge is 0. The multiplicity is 1. The HOMO energy is -0.3205 Eh. For the HOMO-LUMO gap, the calculation gives 9.39 eV.

The geometry in XYZ format:
```
14
Properties=species:S:1:pos:R:3:forces:R:3
C 2.0867 1.4601 0.3254 -0.3 0.7 0.2
C -0.0492 -0.4844 0.2112 1.8 2.0 -0.9
C 1.1574 -1.3784 0.5104 -0.7 -0.9 0.4
H 2.3537 2.4252 -0.1046 0.1 0.0 0.0
H 2.7593 0.7265 -0.0714 0.2 -0.5 -0.1
H 2.1678 1.5526 1.4147 -0.1 -0.2 -0.3
H 1.7173 -1.0032 1.3988 -0.4 -0.2 -0.7
H 0.6876 -2.3461 0.7714 0.4 0.2 0.0
H 1.5518 -1.5249 -1.3778 0.4 -0.1 0.2
H -2.1995 1.2446 0.0920 0.4 0.9 0.0
N -1.2275 -0.8882 0.1234 -1.1 -0.8 0.6
O 2.0894 -1.5524 -0.5669 -1.0 0.5 0.1
S 0.3889 1.2292 -0.2629 -0.2 -0.6 0.5
S -2.6595 0.0194 -0.0329 0.5 -1.2 -0.2
```
Forces are in eV/Å.



# 2
The following is a DFT calculation (wB97M-V/def2-TZVPD) of a structure of composition CH2F3NO.

The total charge is 0. The multiplicity is 1. The HOMO energy (spin up / spin down) is -0.3859 / -0.4121 Eh. For the HOMO-LUMO gap (spin up / spin down), the calculation gives 8.41 / 9.61 eV.

The geometry in XYZ format:
```
8
Properties=species:S:1:pos:R:3:forces:R:3
C -0.5332 0.3856 0.0007 4.0 0.8 0.8
N 1.3848 0.2955 0.0248 -2.1 -1.3 1.6
O -0.5593 -0.9098 0.0248 0.1 -0.1 -0.2
F -0.8305 1.0592 -1.0829 -0.6 -0.3 0.4
F -0.8084 1.1092 1.1174 -0.1 -1.3 -1.8
F -2.0163 -1.5698 0.0598 -0.2 0.6 0.1
H 1.8880 0.1660 -0.9076 -1.4 -0.6 1.5
H 1.4750 -0.5359 0.7631 0.3 2.1 -2.6
```
Forces are in eV/Å.



# 3
The following is a DFT calculation (wB97M-V/def2-TZVPD) of a structure of composition C8F11NO4S3SbSe4W.

The total charge is -1. The multiplicity is 1. The HOMO energy (spin up / spin down) is -0.1961 / -0.1959 Eh. For the HOMO-LUMO gap (spin up / spin down), the calculation gives 4.85 / 4.85 eV.

The geometry in XYZ format:
```
33
Properties=species:S:1:pos:R:3:forces:R:3
W 0.4922 0.3382 2.0333 -4.7 2.2 1.5
Se -3.3596 -1.3783 6.4361 0.6 0.3 -0.1
Sb -3.1340 0.2900 4.7434 -1.7 -0.4 0.6
Se -1.2690 0.3389 3.2919 -6.1 -1.0 5.2
Se 0.5582 2.5628 2.6211 0.3 1.8 0.6
Se -5.2509 1.0845 4.0082 0.5 0.3 -0.2
F -2.3570 2.0234 -4.5262 0.0 0.0 0.0
C -2.1659 1.4180 -3.3495 0.0 0.2 -0.1
C -1.9227 2.1705 -2.2144 0.0 -0.1 0.0
F -1.8769 3.5035 -2.2904 0.0 0.0 0.0
C -1.7162 1.5157 -1.0169 0.1 -0.2 0.2
F -1.4831 2.2425 0.0811 -0.1 0.1 -0.3
C -1.6928 0.1229 -0.9139 0.5 0.6 0.3
S -1.3123 -0.6646 0.6119 -0.8 -0.3 -0.7
C -1.9670 -0.5983 -2.0659 0.1 0.0 0.1
F -1.9840 -1.9290 -2.0406 0.0 0.0 0.0
C -2.1999 0.0433 -3.2692 -0.1 -0.3 -0.1
F -2.4379 -0.6721 -4.3748 0.0 0.0 0.0
F 3.7304 2.4036 0.8082 -0.1 -0.1 0.0
C 3.8345 1.2308 0.2111 0.2 0.0 -0.1
F 3.6571 1.3712 -1.0896 0.0 -0.1 0.0
F 5.0231 0.7034 0.4574 0.0 0.0 0.0
S 2.5315 0.0865 0.8789 3.0 -2.0 -1.5
O 1.1882 0.6341 0.3381 2.8 0.5 -3.9
O 2.4081 0.4264 2.3499 3.7 0.4 -0.7
N 2.7579 -1.3362 0.5352 0.4 0.7 0.0
S 1.2298 -2.3502 0.7964 1.4 -3.2 -4.1
O 0.8236 -1.3998 2.3297 0.2 -0.4 2.1
O 1.6679 -3.6219 1.3272 0.0 0.5 0.6
C 1.5644 -2.6926 -1.2724 -0.5 1.3 0.1
F 1.1019 -1.4646 -1.7382 0.1 -0.2 -0.1
F 0.7667 -3.5933 -1.8809 0.2 -0.3 0.4
F 2.7935 -2.8093 -1.8157 -0.1 -0.4 0.3
```
Forces are in eV/Å.



# 4
The following is a DFT calculation (wB97M-V/def2-TZVPD) of a structure of composition C4H7NO.

The total charge is 0. The multiplicity is 1. The HOMO energy is -0.3591 Eh. For the HOMO-LUMO gap, the calculation gives 10.77 eV.

The geometry in XYZ format:
```
13
Properties=species:S:1:pos:R:3:forces:R:3
C -1.6284 -0.4353 0.3584 -0.2 0.1 0.1
C -0.4872 0.0858 -0.4785 -0.7 0.2 -0.1
C 0.5056 1.1034 0.1697 0.0 0.0 0.0
C 1.4190 -0.0677 -0.1004 -0.2 -0.6 -0.3
O 2.6893 -0.4675 -0.0017 0.0 0.6 0.3
N 0.5904 -0.8933 -0.6046 -0.2 0.0 -0.1
H -2.0716 -1.3176 -0.1170 0.1 0.2 0.0
H -1.2757 -0.7359 1.3523 0.0 0.1 -0.1
H -2.3983 0.3294 0.4673 -0.1 0.0 0.1
H -0.8146 0.3763 -1.4795 -0.2 0.2 0.1
H 0.6871 2.0277 -0.3865 0.1 -0.2 0.1
H 0.3055 1.3281 1.2220 0.1 -0.1 -0.2
H 2.4789 -1.3333 -0.4014 1.2 -0.4 0.1
```
Forces are in eV/Å.



# 5
The following is a DFT calculation (wB97M-V/def2-TZVPD) of a cluster of 2 separate species, C5H3F3 in total.

The total charge is 0. The multiplicity is 1. The HOMO energy is -0.3873 Eh. For the HOMO-LUMO gap, the calculation gives 8.69 eV.

The geometry in XYZ format:
```
11
Properties=species:S:1:pos:R:3:forces:R:3
C 1.0793 1.7876 1.5612 0.2 -0.1 0.0
C 0.1354 1.1896 0.9499 -2.0 -0.5 -1.2
C -1.2820 0.5564 1.3179 0.4 3.6 -0.2
C -1.0336 1.1600 0.0162 1.6 -0.4 1.5
C -2.9238 0.0025 -2.0939 -0.9 -0.3 -0.3
F -2.1102 -1.0549 -1.7885 -1.8 0.9 -0.3
F -4.0030 0.1404 -1.2178 1.3 -1.4 -1.6
F -3.2970 -0.0112 -3.4094 -0.6 -1.3 1.3
H -1.4556 -0.4494 1.5168 0.0 -1.7 0.2
H -1.7459 1.3083 1.9902 -0.1 -0.9 -0.2
H -2.4249 0.8907 -2.0412 1.8 2.0 0.8
```
Forces are in eV/Å.



# 6
The following is a DFT calculation (wB97M-V/def2-TZVPD) of a cluster of 2 separate species, C4H9N in total.

Its SMILES is C=NC.C=C. The total charge is 0. The multiplicity is 1. The HOMO energy is -0.3595 Eh. For the HOMO-LUMO gap, the calculation gives 10.97 eV.

The geometry in XYZ format:
```
14
Properties=species:S:1:pos:R:3:forces:R:3
C -2.5733 -0.3892 -1.0996 0.3 0.3 -0.4
C -2.3224 -0.2115 0.1891 0.4 -0.2 0.0
H -2.1326 -1.2120 -1.6534 0.5 0.3 0.0
H -3.1024 0.3295 -1.7168 -0.8 -0.3 0.3
H -1.4554 -0.7100 0.6165 -0.5 -0.5 0.3
H -2.8986 0.4241 0.8499 0.3 0.5 -0.3
C 1.7265 0.2200 -0.8453 -0.4 -1.3 0.9
C 1.4030 0.4909 1.4296 0.6 -0.3 0.0
N 1.8010 -0.3143 0.5428 -0.7 0.5 -0.4
H 2.2608 1.1558 -0.8692 0.3 0.2 -0.6
H 0.6830 0.3342 -1.1491 0.0 0.3 0.2
H 2.0835 -0.5858 -1.4814 0.6 0.5 -0.3
H 1.4147 0.1514 2.4608 -0.1 0.1 0.1
H 1.1363 1.5296 1.2163 -0.2 0.0 0.0
```
Forces are in eV/Å.



Sequential strongest force on any atom output: 2.8, 4.2, 8.1, 1.3, 3.6, 1.6 eV/A
Sequential energy above the lowest of the compared OMol25 structures with the same formula, charge and spin output: 1.912, 4.233, 10.034, 1.823, 6.840, 2.101 eV